ORCA calculation (the ωB97M-V functional and the def2-TZVPD basis) on C12H26AgN3O17S3 as an isolated structure in a non-equilibrium geometry.

Geometry (Å):
Ag -19.61414 -7.25767 -0.68279
N -19.61794 -5.54155 -2.26769
O -20.14109 -5.42486 -1.14940
O -18.75815 -6.33769 -2.45688
O -20.04422 -5.00065 -3.25282
C -22.28672 -5.35227 -1.98084
C -22.51203 -4.56483 -3.29563
O -23.48671 -3.53909 -2.99827
S -24.41216 -3.97130 -1.67713
O -25.80885 -4.10921 -2.05102
O -24.10081 -2.99442 -0.56279
O -23.65903 -5.40783 -1.47781
H -21.70550 -4.80778 -1.23664
H -21.85506 -6.33568 -2.16701
H -23.03636 -5.07282 -4.10503
H -21.56520 -4.23491 -3.72317
C -21.04892 -5.49909 0.80825
C -20.02620 -4.50099 0.86438
O -20.57039 -3.30169 1.23791
S -21.83842 -3.47355 2.34769
O -22.93995 -2.54995 2.07102
O -21.33212 -3.56962 3.74554
O -22.13084 -5.04268 1.72687
H -20.62557 -6.49003 0.97224
H -21.52291 -5.43365 -0.17111
H -19.53173 -4.39741 -0.10148
H -19.28079 -4.74679 1.62070
C -19.05849 -3.78995 -4.80581
C -19.51658 -2.44496 -4.34934
O -20.52549 -1.94727 -5.09513
S -21.01285 -3.03341 -6.35499
O -21.12996 -2.27859 -7.55007
O -21.99047 -3.98110 -5.95919
O -19.50911 -3.71523 -6.18818
H -19.71866 -4.55249 -4.39253
H -17.97588 -3.91658 -4.81135
H -18.73837 -1.68754 -4.44320
H -19.84062 -2.50368 -3.31028
C -16.97727 -5.48527 -5.31758
C -18.09831 -6.55949 -5.59656
O -18.62428 -6.60883 -6.72118
N -18.60698 -7.33421 -4.53868
C -19.69216 -8.23317 -4.43885
H -17.24166 -5.04798 -4.35478
H -16.91558 -4.77294 -6.14032
H -15.96491 -5.88847 -5.34343
H -18.27473 -6.98957 -3.64933
H -19.74217 -8.58101 -3.40705
H -19.84282 -9.04956 -5.14519
H -20.65404 -7.73715 -4.56864
C -23.07998 -0.96450 -2.85106
C -22.30785 -1.61577 -1.77530
O -22.64301 -1.31651 -0.66768
N -21.23356 -2.36835 -2.08328
C -20.33554 -2.91774 -1.10036
H -23.13383 0.09247 -2.59030
H -24.11426 -1.25553 -2.66756
H -22.78728 -1.17432 -3.87984
H -21.06246 -2.44101 -3.07603
H -19.46637 -2.26391 -1.02846
H -20.12284 -3.97450 -1.26195
H -20.62287 -2.98839 -0.05129

Atoms 1-2, force components in eV/Å:
1.075 -5.853 2.819
-2.166 1.293 -3.472

Computed properties:
Frontier orbital gap: 5.79 eV
Strongest force on any atom: 6.59 eV Å⁻¹